# C34H39CrF6N9O3

C34H39CrF6N9O3 as an isolated structure (ωB97M-V/def2-TZVPD, the OMol25 dataset).

Properties
gap between HOMO and LUMO (spin up / spin down): 0.31195 / 0.31266 hartree
spin multiplicity: 4
E_tot: -100168.69350 eV
total charge: +1
expectation value of S²: 3.79
HOMO energy (spin up / spin down): -11.18 / -11.20 eV

The geometry in XYZ format:
```
92
C34H39CrF6N9O3 ωB97M-V/def2-TZVPD
Cr 0.0229 0.7382 -0.2437
C 2.2795 3.7520 6.1758
C 2.8824 2.3594 6.0483
C 4.3939 2.4164 6.1875
C 5.0076 1.0377 6.0423
C 4.6038 0.4331 4.7295
C 5.4148 -0.4707 4.0850
C 5.0200 -1.0366 2.8740
F 5.8526 -1.9054 2.2785
C 3.8288 -0.7290 2.2880
C 2.9897 0.1982 2.9223
C 1.7210 0.5374 2.2915
O 1.3837 -0.0187 1.2179
C 0.9249 1.4838 2.9801
C 1.3464 1.9941 4.1763
N 2.5264 1.7186 4.7452
C 3.3736 0.7917 4.1347
C -0.4047 1.8934 2.4346
O -1.3372 2.1392 3.1685
O -0.4486 1.9600 1.1297
H 2.7451 4.2531 7.0231
H 1.2079 3.7430 6.3612
H 2.4782 4.3450 5.2821
H 2.4791 1.7139 6.8354
H 4.6278 2.8416 7.1628
H 4.7986 3.0942 5.4297
H 4.6684 0.3953 6.8609
H 6.0945 1.0845 6.1074
H 6.3670 -0.7541 4.5144
H 3.5210 -1.1721 1.3524
H 0.6967 2.6752 4.7041
C 4.4284 -0.9652 -2.1483
N 4.0628 0.0425 -1.1570
C 5.1630 0.9434 -0.8084
C 4.4720 2.0847 -0.0831
N 3.0807 1.9117 -0.4636
C 2.2165 3.0711 -0.3851
C 2.8617 0.7104 -1.0536
N 1.6645 0.2541 -1.3445
C 1.5355 -1.1465 -1.7498
C 0.1016 -1.4496 -2.1335
N -0.8212 -0.8486 -1.1707
C -2.1013 -1.1830 -1.1955
N -2.7717 -1.9245 -2.1197
C -2.3875 -2.4308 -3.4269
C -4.1638 -2.1297 -1.7255
C -4.3256 -1.2258 -0.5076
N -2.9588 -0.8340 -0.2155
C -2.7130 0.1075 0.8493
H 5.5106 -1.0660 -2.1065
H 4.1597 -0.6615 -3.1622
H 4.0062 -1.9401 -1.9276
H 5.6701 1.2858 -1.7159
H 5.8867 0.4233 -0.1809
H 4.8364 3.0628 -0.3989
H 4.5795 2.0072 1.0034
H 2.4388 3.5962 0.5450
H 1.1620 2.8237 -0.3572
H 2.3898 3.7445 -1.2259
H 1.8619 -1.7979 -0.9300
H 2.1352 -1.3686 -2.6296
H -0.0157 -2.5354 -2.1597
H -0.0583 -1.0603 -3.1335
H -1.7747 -1.7261 -3.9754
H -3.3056 -2.5625 -3.9971
H -1.8869 -3.3986 -3.3723
H -4.3547 -3.1825 -1.5022
H -4.8193 -1.8312 -2.5444
H -4.7511 -1.7483 0.3500
H -4.9447 -0.3497 -0.7184
H -3.4578 -0.0560 1.6277
H -2.7776 1.1445 0.5131
H -1.7449 -0.0904 1.3082
F -2.2159 1.6163 -1.8469
C -0.9019 2.0122 -1.6446
F -0.9823 3.2862 -1.1416
C -0.3514 2.2134 -3.0736
F 0.9275 2.6172 -3.0652
F -1.0526 3.1262 -3.7490
F -0.4023 1.0707 -3.7824
N -3.2144 -5.6603 5.4253
C -2.6988 -4.8654 4.7783
C -2.0556 -3.8680 3.9640
C -1.7190 -4.1500 2.6450
C -1.1051 -3.1530 1.9051
N -0.8211 -1.9464 2.3866
C -1.1509 -1.6902 3.6510
C -1.7665 -2.6118 4.4828
H -1.9284 -5.1187 2.2144
H -0.8250 -3.3312 0.8722
H -0.9312 -0.6926 4.0163
H -2.0200 -2.3596 5.5020
```

Results of the Löwdin charge analysis, in e, for atoms 1 through 6: 0.93, -0.04, -0.29, -0.14, -0.12, -0.13